Model P:
10
Properties=species:S:1:pos:R:3 method="wB97M-V/def2-TZVPD" smiles=ClC(Cl)Cl.ClC(Cl)Cl e_homo_ev=-11.10 orbital_gap_ev=11.6
Cl 6.82 8.44 4.62
C 5.17 7.83 4.64
Cl 4.78 6.89 3.24
Cl 3.88 9.02 4.92
H 5.18 7.14 5.40
Cl 7.04 4.01 2.83
C 8.19 4.66 3.90
Cl 9.62 5.27 3.14
Cl 8.63 3.58 5.17
H 7.71 5.41 4.39

***

Model Q:
10
Properties=species:S:1:pos:R:3 method="wB97M-V/def2-TZVPD" smiles=ClC(Cl)Cl.ClC(Cl)Cl e_homo_ev=-11.07 orbital_gap_ev=11.6
Cl 1.58 -8.36 -9.20
C 2.71 -7.05 -9.59
Cl 4.07 -7.65 -10.53
Cl 3.26 -6.24 -8.14
H 2.18 -6.34 -10.21
Cl 7.37 -7.67 -7.93
C 6.48 -7.27 -6.48
Cl 7.11 -5.78 -5.74
Cl 6.50 -8.60 -5.33
H 5.45 -7.06 -6.75

***

The structure with the least stability is model P.

***

Model P:
8
Properties=species:S:1:pos:R:3 method="wB97M-V/def2-TZVPD" e_homo_ev=-10.20 orbital_gap_ev=10.3
C -0.48 -2.00 -0.11
C -0.89 1.97 -0.10
C 0.33 -1.09 0.06
C 0.16 1.35 -0.07
O 2.53 0.00 0.84
S 1.59 0.12 -0.22
H -1.38 -2.63 -0.13
H -1.87 2.29 -0.27

***

Model Q:
8
Properties=species:S:1:pos:R:3 method="wB97M-V/def2-TZVPD" smiles="C#CSC=C=O" e_homo_ev=-8.85 orbital_gap_ev=8.6
C 2.04 0.87 0.60
C 1.25 -0.09 0.59
S 0.32 -1.44 0.02
C -1.37 -1.06 0.50
C -2.26 -0.18 0.10
O -3.29 0.39 0.06
H 2.65 1.57 0.93
H -1.86 -1.95 0.97

***

The structure with the least stability is model P.

***

Model P:
14
Properties=species:S:1:pos:R:3 method="wB97M-V/def2-TZVPD" e_homo_ev=-2.61 orbital_gap_ev=6.5 total_charge=-1
C 0.04 -0.12 0.24
C -0.08 -1.23 -0.52
C -0.43 -1.09 -2.00
C 0.45 -0.10 1.66
H -0.12 0.89 -0.27
H 0.08 -2.25 -0.07
H 0.35 -1.48 -2.66
H -1.37 -1.59 -2.26
H -0.53 -0.04 -2.21
H 0.56 -1.12 2.07
H -0.18 0.47 2.33
H 1.47 0.41 1.70
S 0.10 2.99 1.00
H -0.33 4.25 0.98

***

Model Q:
14
Properties=species:S:1:pos:R:3 method="wB97M-V/def2-TZVPD" e_homo_ev=-2.12 orbital_gap_ev=6.2 total_charge=-1
C 0.98 1.38 -1.69
S 1.69 0.61 -0.12
H 0.43 2.26 -1.36
H 1.83 1.52 -2.34
H 0.27 0.70 -2.17
C -0.58 -1.79 0.63
C -1.85 -1.07 0.83
C -2.07 0.24 0.72
H -0.71 -2.81 0.22
H 0.17 -1.34 -0.04
H -0.17 -1.95 1.63
H -2.69 -1.70 1.12
H -3.09 0.60 0.85
H -1.30 0.99 0.64

***

The structure with the least stability is model Q.

***

Model P:
8
Properties=species:S:1:pos:R:3 method="wB97M-V/def2-TZVPD" e_homo_ev="-8.24 / -7.55" orbital_gap_ev="8.6 / 7.8"
C 1.75 -0.16 -0.27
C -0.90 0.58 0.08
O 2.79 -0.50 0.20
S -1.75 -0.90 -0.05
H -0.92 1.13 1.00
H 1.59 -0.06 -1.36
H -0.80 1.11 -0.85
H -1.77 -1.21 1.25

***

Model Q:
8
Properties=species:S:1:pos:R:3 method="wB97M-V/def2-TZVPD" smiles="COC=S" e_homo_ev=-9.53 orbital_gap_ev=9.1
C 0.22 -0.49 -0.13
O -1.09 -0.88 0.00
C -2.12 0.33 0.17
S -3.66 -0.01 -0.04
H 0.40 0.31 -0.79
H 0.88 -1.36 -0.51
H 0.81 -0.23 0.67
H -1.60 1.12 0.57

***

The structure with the least stability is model P.

***

Model P:
6
Properties=species:S:1:pos:R:3 method="wB97M-V/def2-TZVPD" e_homo_ev="-9.66 / -9.02" orbital_gap_ev="8.6 / 6.3"
C -0.64 0.22 -0.55
C 0.27 0.45 0.29
Cl 0.62 1.32 1.60
I 1.76 -2.50 0.64
H -0.53 -0.50 -1.23
H -1.48 1.02 -0.75

***

Model Q:
6
Properties=species:S:1:pos:R:3 method="wB97M-V/def2-TZVPD" smiles=C#CCl.I e_homo_ev=-10.10 orbital_gap_ev=10.7
C -1.82 1.22 -0.31
C -1.51 0.12 0.11
Cl -1.27 -1.48 0.46
H -1.90 2.27 -0.22
I 3.63 -1.75 -0.11
H 2.88 -0.39 0.08

***

The structure with the least stability is model P.

***

Model P:
17
Properties=species:S:1:pos:R:3 method="wB97M-V/def2-TZVPD" e_homo_ev=-8.37 orbital_gap_ev=8.4
O 1.97 -1.66 -0.14
C 2.67 -0.67 -0.03
O 3.99 -0.75 0.15
C 2.23 0.74 -0.08
N 1.14 1.41 -0.12
N -0.16 1.24 -0.12
C -1.10 0.21 -0.07
C -2.47 0.32 0.06
C -2.92 -1.00 0.06
N -1.91 -1.85 -0.06
N -0.81 -1.10 -0.14
H 4.27 -1.68 0.18
H 3.09 1.41 -0.07
H -0.62 2.15 -0.13
H -3.05 1.22 0.15
H -3.92 -1.36 0.14
H 0.11 -1.53 -0.22

***

Model Q:
17
Properties=species:S:1:pos:R:3 method="wB97M-V/def2-TZVPD" e_homo_ev=-9.22 orbital_gap_ev=8.9
C 0.69 -0.43 0.69
C -0.35 0.38 -0.16
C -0.58 -0.63 -1.30
N -1.45 -1.53 -1.34
N -2.09 -1.92 -0.25
C -3.22 -1.68 0.15
N -4.35 -2.06 0.88
N -4.52 -1.16 -0.01
H 1.17 0.33 1.40
H 1.43 -0.85 -0.08
H 0.29 -1.12 1.35
H -0.07 1.37 -0.42
H -1.21 0.61 0.38
H -0.01 -0.71 -2.21
O -3.45 2.69 -1.03
C -3.84 2.14 -0.12
O -4.39 1.61 0.72

***

The structure with the least stability is model Q.

***

Model P:
21
Properties=species:S:1:pos:R:3 method="wB97M-V/def2-TZVPD" e_homo_ev=-7.88 orbital_gap_ev=3.7
C 1.10 1.44 -0.27
N -1.49 1.51 1.20
C -2.68 1.07 0.80
O 2.49 -1.88 -0.17
C 0.98 0.19 0.68
C -0.27 -0.78 0.54
C -0.95 -0.70 -0.86
S 0.26 -1.30 -2.02
H 1.20 1.32 -1.34
H 0.26 2.13 -0.33
H 1.93 2.04 0.14
H -3.58 1.77 0.69
H -2.95 0.03 0.46
H 3.28 -1.56 -0.65
H 0.93 0.60 1.66
H 1.83 -0.40 0.36
H -1.11 -0.81 1.17
H 0.07 -1.83 0.57
H -1.28 0.26 -0.95
H -1.85 -1.33 -0.82
H 1.82 -1.78 -0.84

***

Model Q:
21
Properties=species:S:1:pos:R:3 method="wB97M-V/def2-TZVPD" smiles="CC(C)(C)C=O.[NH3+][S-]" e_homo_ev=-7.65 orbital_gap_ev=8.1
C -0.69 1.54 -0.74
C -0.95 0.20 -0.03
C -1.67 -0.81 -0.87
C -1.75 0.52 1.30
C 0.39 -0.35 0.31
O 0.77 -1.44 0.10
H -0.43 1.58 -1.88
H -1.76 1.99 -0.66
H 0.03 2.16 -0.22
H -1.32 -0.81 -1.91
H -1.68 -1.80 -0.27
H -2.77 -0.48 -0.85
H -1.32 1.28 1.90
H -1.72 -0.56 1.75
H -2.86 0.76 0.97
H 1.02 0.40 0.90
N 3.38 -0.99 0.08
S 3.68 0.84 0.03
H 3.14 -1.39 1.03
H 2.43 -1.11 -0.53
H 4.09 -1.52 -0.41

***

Model R:
21
Properties=species:S:1:pos:R:3 method="wB97M-V/def2-TZVPD" smiles="CC=[S@@](=O)(CC)NC" e_homo_ev=-7.93 orbital_gap_ev=8.6
C 2.16 1.73 -0.48
C 0.78 1.22 -0.65
S 0.34 0.19 0.57
O 0.42 0.65 1.94
C -1.86 -0.19 0.31
C -2.53 1.18 0.05
N 0.95 -1.41 0.65
C 0.80 -2.50 -0.29
H 2.18 2.20 0.45
H 2.87 0.99 -0.63
H 2.52 2.56 -1.06
H 0.72 0.81 -1.65
H -2.03 -1.13 -0.31
H -2.06 -0.53 1.33
H -3.51 0.94 0.20
H -2.30 2.01 0.81
H -2.23 1.44 -0.90
H 0.66 -1.74 1.56
H 0.42 -2.14 -1.37
H 1.65 -3.12 -0.54
H 0.07 -3.16 0.01

***

The structure with the least stability is model P.